The following is a quantum chemistry calculation of a structure of composition C18H21FNO in a non-equilibrium geometry, from the Open Molecules 2025 dataset.

The HOMO-LUMO gap is 0.271 Eh.

```
! wB97M-V def2-TZVPD RIJCOSX def2/J DEFGRID3
* xyz 1 1
F 5.34805 0.96985 2.09131
C 4.03538 0.59323 1.98722
C 3.74131 -0.71483 1.61958
C 2.41654 -1.03997 1.36035
C 1.39163 -0.07158 1.41628
C 0.04587 -0.45404 0.87005
C -1.19306 0.19902 1.42485
C -2.26136 -0.55912 1.95080
C -3.46829 0.05734 2.27070
C -3.61110 1.43967 2.16442
C -2.53306 2.21258 1.72469
C -1.33687 1.59081 1.33844
C 1.71577 1.19988 1.93410
C 3.05287 1.56738 2.13401
H 4.52485 -1.46790 1.54785
H 2.14256 -2.07214 1.11850
H -0.05835 -1.54052 0.88442
H -2.13133 -1.63562 2.09397
H -4.31623 -0.55260 2.60158
H -4.55343 1.92343 2.41349
H -2.59537 3.29447 1.66296
H -0.50821 2.19772 0.96876
H 0.92918 1.89439 2.22014
H 3.30610 2.58258 2.42351
O -2.28745 -1.68723 -0.81514
C -1.94088 -1.51961 -2.17284
C -0.83731 -0.48474 -2.25241
C -0.11177 -0.49539 -3.58973
C 1.31332 -0.02299 -3.28097
C 1.48196 -0.17314 -1.77140
N 0.21426 -0.69678 -1.21643
H -3.00801 -2.33076 -0.76287
H -1.55990 -2.45948 -2.59630
H -2.79027 -1.13614 -2.76323
H -1.32053 0.50273 -2.09241
H -0.08741 -1.52175 -3.95339
H -0.62815 0.12219 -4.32263
H 2.04236 -0.64560 -3.79502
H 1.43447 1.01384 -3.58072
H 2.28390 -0.87842 -1.52613
H 1.76312 0.78486 -1.28847
H -0.04518 0.01436 -0.44189
*
```


The following is a quantum chemistry calculation of a structure of composition C18H21I2NO2S3SbW, from the Open Molecules 2025 dataset.

The HOMO-LUMO gap (alpha / beta) is 0.234 / 0.225 Eh.

```
! wB97M-V def2-TZVPD RIJCOSX def2/J DEFGRID3
* xyz 2 2
W -0.59013 0.08077 0.18403
C -1.52280 -2.34242 -1.94710
N -0.52074 -2.08267 -0.87262
C 0.80803 -2.34605 -1.50669
C -0.72873 -3.10719 0.17906
C 0.08608 -2.71267 1.36093
C 0.60153 -3.66083 2.23408
C 1.33648 -3.26284 3.33604
C 1.54769 -1.91033 3.56616
C 1.01920 -0.96033 2.70662
C 0.26471 -1.33621 1.56772
H -1.49388 -3.40687 -2.18312
H -1.27480 -1.77723 -2.83859
H -2.52228 -2.08815 -1.59918
H 0.76088 -3.30129 -2.03236
H 1.58349 -2.39829 -0.74820
H 1.03219 -1.55724 -2.22258
H -0.46423 -4.09194 -0.21192
H -1.79255 -3.11574 0.43447
H 0.43042 -4.71335 2.04563
H 1.74713 -4.00014 4.01248
H 2.12060 -1.59023 4.42639
H 1.19562 0.08174 2.93214
C 0.26755 4.23531 -0.95174
C -0.37589 2.89852 -1.00179
O 0.14986 1.98525 -0.30096
C -1.51634 2.62926 -1.82291
C -2.26357 3.66208 -2.42308
C -3.28194 3.36356 -3.29585
C -3.54502 2.03300 -3.62928
C -2.80708 0.99617 -3.08841
C -1.81156 1.29027 -2.16301
O -1.09342 0.25905 -1.66972
H 1.13639 4.20544 -0.30063
H -0.44498 4.96895 -0.56707
H 0.55254 4.55347 -1.95544
H -2.04519 4.69450 -2.18838
H -3.87156 4.15605 -3.73395
H -4.33565 1.80688 -4.33288
H -3.00014 -0.03098 -3.36153
I 2.64188 0.22423 0.10858
C 3.45432 1.26361 -1.57481
I 2.15034 1.52465 -3.21413
H 4.30282 0.67258 -1.89899
H 3.77897 2.23467 -1.22153
S -1.78348 -1.40615 4.07283
Sb -2.87112 0.27820 2.83824
S -2.74128 -0.58290 0.52788
S -0.90005 1.44316 2.04400
*
```


The following is a quantum chemistry calculation of the molecule C18H21N3O2, from the Open Molecules 2025 dataset.

The HOMO-LUMO gap is 0.322 Eh. Its structure (SMILES) is COc1ccc(CC(=O)N2CCN(c3ccccn3)CC2)cc1.

```
! wB97M-V def2-TZVPD RIJCOSX def2/J DEFGRID3
* xyz 0 1
C -4.58634 -1.26170 0.07163
O -4.26547 -0.00422 -0.46907
C -3.12326 0.61065 -0.05381
C -2.23413 0.10316 0.88686
C -1.10737 0.82797 1.23286
C -0.84270 2.06486 0.66333
C 0.37172 2.84961 1.08082
C 1.64117 2.01064 1.10131
O 2.21446 1.74999 2.14254
N 2.13614 1.60593 -0.09331
C 1.48981 1.69377 -1.37961
C 0.95857 0.30317 -1.79778
N 1.78922 -0.73080 -1.21745
C 1.22180 -1.68282 -0.41756
C 1.95032 -2.43486 0.52073
C 1.29855 -3.42033 1.22806
C -0.05226 -3.65445 0.99710
C -0.68153 -2.85745 0.06085
N -0.08035 -1.90107 -0.62187
C 3.17295 -0.34348 -1.12786
C 3.33707 0.78686 -0.09907
C -1.73829 2.56701 -0.27488
C -2.86136 1.85265 -0.63252
H -3.81857 -2.00545 -0.16296
H -5.52499 -1.55374 -0.39710
H -4.72431 -1.21133 1.15670
H -2.40330 -0.85145 1.35777
H -0.42296 0.42406 1.96461
H 0.51200 3.71903 0.43521
H 0.23518 3.20781 2.10507
H 2.23270 2.04988 -2.10333
H 0.66874 2.40429 -1.35618
H -0.05981 0.14716 -1.43920
H 0.96264 0.21940 -2.89113
H 2.99313 -2.24226 0.71102
H 1.83685 -4.00260 1.96245
H -0.58919 -4.42291 1.52958
H -1.73128 -2.99161 -0.17169
H 3.79902 -1.19654 -0.87084
H 3.47754 0.00076 -2.12218
H 4.21139 1.40423 -0.33918
H 3.45886 0.39277 0.91276
H -1.56221 3.53450 -0.72519
H -3.56018 2.23891 -1.35749
*
```


These records have energy above the lowest of the compared OMol25 structures with the same formula, charge and spin values of 31.0 12.0 38.5 kcal per mole, in the order they appear.